320
Properties=species:S:1:pos:R:3:forces:R:3 method="wB97M-V/def2-TZVPD" homo_lumo_gap_ha=0.3173 homo_ev=-8.274 total_charge=0
C -2.0728 5.6420 3.4229 -0.87 1.10 0.93
C -2.3049 4.2831 3.9546 -1.22 -0.24 0.57
C -3.7080 4.1525 4.5780 0.31 -0.83 -1.13
O -3.7886 4.8779 5.7787 1.06 -0.12 -0.65
C -5.0306 4.8416 6.3818 -0.49 0.24 -0.60
N -2.2832 3.3847 2.8167 -0.35 -1.83 0.80
H -2.8267 5.9424 2.7368 -0.98 -0.03 -0.79
H -1.1726 5.7770 2.8996 1.59 -0.01 -0.47
H -2.1581 6.3438 4.2362 0.35 0.49 0.38
H -1.6173 4.1416 4.8074 0.21 -0.57 -0.38
H -3.8235 3.0282 4.6678 -0.37 1.07 0.51
H -4.4398 4.5089 3.8019 0.27 -0.18 0.72
H -5.0032 5.4965 7.2240 -0.03 0.53 0.58
H -5.2532 3.8549 6.7305 -0.39 -0.87 0.22
H -5.8043 5.1808 5.6782 -0.12 -0.07 0.14
H -1.4112 3.5466 2.3704 0.75 -0.23 -0.75
H -2.3574 2.3515 3.0659 0.23 1.57 -0.17
C -7.0175 6.9182 1.8804 -1.55 0.65 0.06
C -7.6765 5.6138 1.4531 0.32 0.59 -1.14
C -6.6030 4.5610 1.1368 -0.79 0.57 -0.43
O -5.7947 5.0079 0.0325 -0.60 -0.30 1.01
C -4.9818 3.9736 -0.4602 0.38 -0.19 -1.19
N -8.6591 5.1022 2.3788 -0.55 -0.35 0.58
H -7.7245 7.8237 1.8685 1.00 -1.43 0.05
H -6.2122 7.0604 1.1926 0.52 0.49 -0.45
H -6.5904 6.7964 2.8561 0.25 0.12 0.79
H -8.1441 5.8723 0.4749 -0.17 -0.49 0.57
H -7.1906 3.6308 0.9163 0.89 0.35 -0.14
H -6.0396 4.4408 2.0614 0.52 -0.41 -0.02
H -5.6120 3.0832 -0.5569 0.25 -0.23 -0.18
H -4.1215 3.7289 0.1859 -0.23 0.19 -0.03
H -4.6074 4.2558 -1.4965 -0.45 -0.22 1.30
H -8.9917 4.1781 2.0927 0.11 0.44 0.19
H -8.3839 5.0475 3.3711 0.15 0.17 -0.92
C -3.9952 -0.9636 5.3233 0.01 -0.92 -0.46
C -3.7639 -0.3074 3.9268 1.40 -1.48 1.73
C -4.9586 0.5246 3.6880 -0.09 1.53 0.22
O -6.0822 -0.2611 3.4065 -0.29 -0.30 0.12
C -7.2096 -0.0163 4.2135 -1.68 -1.34 -0.45
N -2.4799 0.4236 3.8993 0.22 0.03 0.67
H -3.9518 -0.2937 6.1734 -0.08 0.65 -0.14
H -3.2697 -1.7254 5.5735 0.54 -0.23 -0.25
H -4.9456 -1.5082 5.3614 -0.08 0.30 -0.14
H -3.6214 -1.0769 3.1857 -0.70 -0.54 -0.34
H -4.7817 1.2862 2.9387 -0.06 0.12 -0.60
H -5.0746 1.0764 4.6260 -0.42 0.22 0.02
H -7.8482 0.8031 3.7853 0.58 -0.46 0.55
H -6.9601 0.1565 5.2727 0.04 0.18 -0.37
H -7.8584 -0.9826 4.1876 1.04 1.59 -0.01
H -1.8660 -0.0567 3.2580 0.02 0.15 -0.58
H -1.9922 0.2935 4.7946 -0.59 0.41 -0.15
C -2.1101 -8.6648 5.3122 0.36 1.64 -1.07
C -3.2044 -7.7878 4.6215 0.45 -1.52 0.48
C -2.7426 -6.3698 4.3722 -1.38 0.29 0.72
O -2.4347 -5.9019 5.6555 0.47 -1.11 0.12
C -2.7435 -4.5936 5.8787 -0.54 1.63 -0.63
N -3.8053 -8.3637 3.4041 0.38 -1.34 0.42
H -1.9185 -8.2292 6.2914 0.41 -0.06 -0.12
H -1.2035 -8.8160 4.7045 0.00 0.69 0.19
H -2.4260 -9.6484 5.4397 -1.12 -1.75 0.45
H -4.0010 -7.7729 5.4173 0.45 0.51 -0.95
H -3.6443 -5.8573 4.0078 0.26 0.26 -0.26
H -1.8892 -6.1125 3.7326 -0.09 -0.77 -0.40
H -2.2800 -3.9166 5.0831 -0.82 -0.55 0.78
H -2.2317 -4.4106 6.7989 -0.06 0.85 0.83
H -3.8709 -4.4296 5.9820 1.36 0.05 -0.27
H -3.7765 -9.3935 3.5320 -0.54 0.74 0.05
H -3.1506 -8.2905 2.6422 0.39 0.51 -0.43
C 3.0055 -5.2486 -4.7776 -0.03 -0.15 0.77
C 2.2244 -3.9181 -4.6055 3.17 0.27 -1.18
C 1.2576 -4.1381 -3.5275 -1.54 -0.22 -0.06
O 0.1916 -3.2228 -3.5871 -0.39 0.68 -0.03
C -0.9206 -3.6790 -2.8445 -0.02 0.16 0.95
N 3.2919 -2.9613 -4.2696 0.54 -0.42 0.18
H 3.5816 -5.5535 -3.8247 -1.04 0.61 -1.33
H 3.7070 -5.2865 -5.6024 0.14 0.45 -0.10
H 2.2547 -5.9810 -4.9806 -0.27 -1.03 -0.05
H 1.7681 -3.5236 -5.5473 0.08 -0.78 0.63
H 1.8155 -4.0091 -2.6026 -0.20 -0.52 0.54
H 0.8011 -5.1286 -3.7001 0.31 -0.06 0.68
H -1.7828 -2.9998 -2.9995 0.56 -0.30 0.08
H -0.6724 -3.7277 -1.7437 -0.31 0.15 -0.95
H -1.1773 -4.6944 -3.1693 -0.20 0.04 0.02
H 3.8375 -3.2874 -3.4439 -0.77 0.57 -0.84
H 2.8960 -2.0645 -4.1050 -0.18 0.89 0.41
C 4.5931 0.5506 -4.2241 1.41 1.74 -0.43
C 5.6887 0.0112 -3.2676 -1.06 -1.11 -0.50
C 5.1914 -0.3296 -1.8216 0.12 0.21 -1.62
O 4.0886 0.5203 -1.4673 1.16 -0.13 0.39
C 3.8566 0.3429 -0.0913 -1.31 -1.11 -0.22
N 6.3258 -1.2243 -3.8639 1.68 1.76 0.63
H 5.0760 1.1761 -5.0482 -0.29 -1.10 0.85
H 3.9519 1.2865 -3.7651 -0.34 0.09 0.53
H 3.9840 -0.1750 -4.7077 -0.42 -0.86 -0.23
H 6.3936 0.8113 -3.1754 0.80 0.26 0.02
H 6.0403 -0.3637 -1.1022 -0.40 0.78 -0.20
H 4.8703 -1.3455 -1.8249 -0.63 -1.05 -0.09
H 3.2921 1.1675 0.3115 -0.79 0.22 -0.19
H 4.7756 0.4234 0.4280 1.16 -0.46 0.77
H 3.3406 -0.6647 0.0905 0.65 1.27 0.08
H 5.6994 -1.6603 -4.5127 -0.38 -0.19 -0.37
H 7.2063 -0.9495 -4.3701 -1.42 -0.48 0.63
C -2.4188 1.4392 -3.7272 0.57 0.61 0.13
C -2.9469 0.1888 -2.9748 0.58 -0.23 -0.10
C -3.4702 0.6592 -1.6382 -2.05 -0.95 -0.80
O -3.7527 -0.4737 -0.8170 -0.33 0.30 0.06
C -4.2859 -0.0623 0.4395 2.01 -0.16 0.20
N -3.9697 -0.6388 -3.5914 -0.84 0.28 0.24
H -1.3473 1.7343 -3.5118 -1.16 -0.63 0.06
H -2.9988 2.3264 -3.4607 -0.23 -0.01 0.09
H -2.4622 1.3859 -4.8087 -0.11 -0.43 -0.11
H -2.1031 -0.5115 -2.8182 -0.09 0.42 0.15
H -4.4593 1.2099 -1.9062 1.40 -0.48 0.75
H -2.7562 1.2872 -1.1644 0.50 0.88 0.57
H -3.4861 0.5202 0.9487 -0.58 -0.11 -0.01
H -4.4791 -0.9435 1.0710 -0.27 0.26 -0.50
H -5.1305 0.5820 0.2990 -0.89 0.24 0.05
H -4.9706 -0.3594 -3.4919 1.30 0.05 -0.20
H -3.7093 -0.9608 -4.5001 -0.14 0.03 -0.54
C 8.1510 1.9538 1.0937 -1.06 0.85 -1.81
C 6.7976 2.6970 0.8230 0.45 -0.51 1.77
C 6.5434 3.9704 1.6376 -1.98 -1.08 0.08
O 6.0917 3.7246 3.0116 0.98 -0.12 -2.04
C 5.6704 4.9162 3.6230 1.09 -0.70 0.42
N 6.5952 2.9461 -0.5810 0.07 0.80 -0.76
H 8.3115 1.7767 2.1224 0.13 -0.09 1.24
H 8.9435 2.5940 0.6779 -0.02 -0.47 0.11
H 8.1085 0.9754 0.5779 0.27 0.51 0.10
H 6.0106 2.0317 1.1633 -0.29 -0.33 0.39
H 5.6956 4.4023 1.1032 -0.20 0.44 0.10
H 7.3346 4.6661 1.5678 1.23 0.81 0.38
H 4.6769 5.2018 3.4502 -1.65 0.21 -0.78
H 6.3120 5.7505 3.4461 0.68 0.65 -0.48
H 5.7544 4.7032 4.6503 -0.05 -0.09 1.54
H 6.0234 3.7886 -0.7926 0.39 -1.10 0.36
H 6.1314 2.1234 -0.9309 -0.21 0.15 -0.65
C -3.1596 -4.4760 0.0000 -2.92 -0.61 0.64
C -3.9405 -5.6362 0.8050 0.04 0.81 -1.81
C -5.2361 -5.0489 1.3977 -0.65 -0.75 0.37
O -5.0116 -4.1003 2.4410 0.31 -0.43 -0.25
C -6.2287 -3.6858 3.0235 -1.04 -1.34 -1.38
N -4.1151 -6.9025 -0.0471 0.86 2.32 0.89
H -3.7530 -4.1267 -0.8839 0.51 -0.45 0.53
H -2.2093 -4.8400 -0.3055 0.90 -0.03 -0.14
H -3.1651 -3.6168 0.6916 0.56 -0.27 -0.30
H -3.2911 -5.8146 1.6319 0.43 -0.76 0.63
H -5.8804 -5.8564 1.8117 0.42 0.10 -0.23
H -5.8348 -4.5543 0.6329 -0.07 0.07 -0.42
H -6.0411 -2.8389 3.5751 0.59 2.12 1.15
H -6.6792 -4.4085 3.7311 0.23 -0.23 -0.55
H -6.9789 -3.4122 2.2330 0.48 -0.31 0.58
H -4.4506 -7.6957 0.4627 -0.34 -0.15 0.52
H -4.7447 -6.7034 -0.8058 -0.22 -0.01 -0.19
C -7.9028 -1.5056 -4.4687 1.32 -0.52 1.02
C -7.5319 -1.6026 -2.9773 -0.77 0.58 -0.18
C -6.5213 -2.6871 -2.6722 -0.71 -0.59 -2.17
O -7.0981 -4.0113 -2.9215 0.26 2.35 0.04
C -6.1048 -4.9835 -2.8598 0.92 0.62 0.92
N -6.9750 -0.2919 -2.5174 0.23 -1.21 1.90
H -7.0176 -1.4741 -5.1302 -0.33 0.24 0.33
H -8.5254 -0.6335 -4.5809 -0.41 0.09 -0.49
H -8.3924 -2.4505 -4.6163 -0.67 -0.18 -0.75
H -8.5205 -1.8390 -2.4969 0.87 0.08 0.13
H -6.2068 -2.5493 -1.6649 0.59 -0.37 1.03
H -5.6810 -2.5376 -3.3882 -0.16 -0.19 0.76
H -5.7038 -4.9673 -1.8158 0.11 -0.30 -0.62
H -5.2332 -4.8076 -3.5674 -1.08 -0.34 0.53
H -6.6629 -5.8828 -3.0032 0.29 -0.99 -0.39
H -7.7478 0.3529 -2.5596 -0.08 0.46 0.00
H -6.7338 -0.3748 -1.4717 -0.39 0.21 -2.01
C 2.6960 -7.5168 -0.4572 0.04 -0.40 -1.11
C 3.2120 -6.0985 -0.6092 -2.44 0.40 -0.06
O 4.5829 -6.0474 -0.7027 2.74 0.79 -1.37
C 5.1140 -5.0891 -1.5394 0.38 -1.13 0.48
O 4.5999 -4.0312 -1.8309 0.24 -1.03 0.50
O 6.3206 -5.5450 -1.9703 -1.84 0.67 0.72
C 6.9646 -4.6569 -2.8842 0.73 0.20 -0.87
H 3.1853 -8.0739 0.2987 0.72 -0.16 1.15
H 2.8538 -8.1507 -1.3387 -0.05 0.46 -0.20
H 1.6393 -7.5721 -0.2234 -0.26 0.40 -0.04
H 2.8591 -5.4997 0.2155 0.08 0.20 0.73
H 2.7753 -5.5732 -1.4624 -0.09 -0.40 -0.21
H 6.6548 -4.9218 -3.9551 0.62 0.44 1.53
H 8.0368 -4.7835 -2.6649 -0.36 -0.27 -0.64
H 6.7685 -3.6035 -2.6596 -0.40 -0.25 -0.22
C 0.8905 -4.8795 5.3719 -0.13 -0.96 1.06
C 1.9498 -3.8844 5.5615 2.39 1.90 -0.22
O 1.8040 -2.7911 4.5669 -0.76 -0.36 0.53
C 2.7480 -1.8696 4.6610 -1.44 -0.12 -2.82
O 3.6229 -1.8289 5.4496 1.34 0.31 1.57
O 2.6124 -1.0318 3.5766 0.86 0.22 1.56
C 3.5982 0.0403 3.6785 -0.67 0.13 -1.48
H 0.6835 -4.9717 4.3330 -0.14 -0.45 -0.92
H -0.0228 -4.5971 5.8730 -0.29 0.10 0.10
H 1.2226 -5.8445 5.8183 -0.30 0.55 -0.50
H 2.9874 -4.2107 5.3318 -0.72 -0.49 0.41
H 2.0087 -3.3950 6.5499 -0.28 -0.43 -0.31
H 3.3630 0.7344 4.4760 -0.12 -0.03 0.25
H 3.5157 0.5642 2.7045 0.15 -0.29 0.61
H 4.5953 -0.3553 3.8154 0.12 -0.09 0.01
C 6.1624 7.1825 -2.1977 1.99 1.58 -0.74
C 4.7551 7.4830 -2.4789 -1.66 -0.70 0.07
O 3.9939 6.3712 -3.0821 1.18 -0.24 2.06
C 3.8138 5.3456 -2.2154 -1.36 -0.02 -2.78
O 4.2555 5.1101 -1.1305 0.48 0.66 0.54
O 2.9403 4.5484 -2.8684 0.32 -0.27 0.69
C 2.3322 3.6007 -1.9930 0.38 -1.72 -0.18
H 6.5906 8.1393 -1.8162 -0.21 -0.65 0.15
H 6.8327 6.9673 -3.0546 -0.79 -0.21 0.17
H 6.2409 6.4322 -1.4669 0.38 -0.90 0.96
H 4.6460 8.2078 -3.2525 -0.16 0.93 -0.15
H 4.2383 7.7526 -1.5217 0.27 0.02 -0.99
H 2.9833 2.6946 -1.7337 -0.63 1.22 -0.71
H 1.4148 3.2905 -2.5003 0.24 -0.04 0.19
H 2.1130 4.0884 -1.0716 -0.49 0.33 0.70
C 2.2506 0.1927 -10.4747 0.34 0.09 -0.73
C 1.5844 1.4624 -9.9192 -0.37 -0.10 -2.46
O 0.2163 1.1059 -9.6636 0.41 -0.64 0.15
C -0.5474 2.0495 -9.1223 1.78 -0.30 -0.11
O -0.1853 3.1915 -8.9683 -0.67 0.02 0.11
O -1.6661 1.4643 -8.7708 -0.50 0.58 -0.05
C -2.6349 2.4225 -8.3356 -0.35 -1.66 0.53
H 1.7457 -0.2005 -11.3780 -0.03 0.39 0.49
H 2.2630 -0.6052 -9.7477 -0.21 -0.16 0.42
H 3.3108 0.3092 -10.7792 -0.55 0.46 0.29
H 1.5294 2.2862 -10.6874 0.47 -0.75 0.77
H 2.0635 1.8235 -9.0416 0.29 0.29 0.84
H -3.5448 1.8417 -8.3408 -0.48 0.32 -0.09
H -2.6184 3.2543 -8.9735 -0.32 1.09 -0.93
H -2.4138 2.7300 -7.3428 0.25 0.29 0.92
C 3.0634 3.5017 -6.1413 -0.82 0.60 -1.14
C 1.9196 2.7434 -5.5037 -1.04 -0.02 1.57
O 1.8751 1.4539 -6.1050 0.41 -0.61 -0.97
C 0.7034 0.8416 -6.2445 0.03 -0.11 1.08
O -0.3793 1.2353 -5.8651 0.62 0.05 -0.53
O 0.9603 -0.3634 -6.7342 -0.15 -0.18 -0.51
C -0.1525 -1.2761 -6.6726 0.83 0.42 -0.33
H 3.9586 2.8974 -6.1304 0.18 -0.24 -0.17
H 3.3403 4.4917 -5.7720 -0.46 -0.26 0.68
H 2.7281 3.7174 -7.1773 0.51 -0.38 0.26
H 0.8836 3.1135 -5.6080 0.75 0.72 -0.05
H 2.0468 2.5224 -4.4196 0.20 0.49 -0.61
H -0.3634 -1.4116 -5.6330 -0.70 -0.27 0.48
H 0.1940 -2.1759 -7.1233 0.53 -0.80 -0.06
H -0.9539 -0.9559 -7.3032 -0.75 0.61 0.06
C -1.2725 4.1406 -1.3895 1.18 -1.12 -0.06
C -0.6746 5.4590 -1.7496 -0.50 1.28 0.10
O -0.1834 5.3944 -3.0992 0.82 0.41 -0.26
C 0.5307 6.4409 -3.5726 0.42 -0.32 0.89
O 1.0616 7.3399 -2.9505 -0.95 -0.92 -0.18
O 0.6260 6.2683 -4.8893 -1.10 -0.24 0.08
C 1.4503 7.1944 -5.5092 2.22 1.04 0.02
H -0.5672 3.3209 -1.6408 -0.33 0.38 0.35
H -2.1742 3.8959 -1.8900 -0.84 0.10 -0.89
H -1.5331 4.0593 -0.3495 0.19 0.18 0.68
H 0.0349 5.8495 -1.0088 0.40 -0.46 -0.46
H -1.4306 6.2307 -1.8129 -0.50 0.20 0.36
H 1.3818 8.2243 -5.1650 -0.41 -0.14 0.47
H 1.3554 7.2502 -6.5622 -0.86 -0.60 -1.06
H 2.4789 6.8809 -5.3410 0.27 0.11 0.15
C 0.8816 -3.4808 0.8293 0.26 -0.04 -0.20
C 0.0790 -2.2310 1.1592 -0.94 -0.38 -1.63
O 0.0675 -1.4689 -0.0861 -0.27 1.45 -0.23
C -0.5247 -0.2229 -0.0141 -0.01 -1.66 0.06
O -1.1975 0.1021 0.9329 0.47 0.51 -0.28
O -0.3300 0.5395 -1.0929 0.70 -0.72 -0.39
C 0.5871 0.0139 -2.1675 -2.09 0.45 0.27
H 0.4039 -4.2964 0.2889 -0.76 0.43 -0.35
H 1.1494 -3.9907 1.7418 0.66 0.18 0.50
H 1.7483 -3.2059 0.1937 -0.16 -0.10 0.74
H 0.5336 -1.6027 1.8824 0.65 0.29 0.90
H -0.9666 -2.3962 1.4559 0.33 -0.22 -0.04
H 1.5788 0.1449 -1.7967 0.76 -0.07 -0.18
H 0.3307 0.5662 -3.0879 0.37 0.28 0.69
H 0.2911 -1.0002 -2.3923 0.39 -0.42 0.23
C 0.8444 3.2837 5.7806 0.78 -1.88 0.33
C 0.5517 1.8987 5.1233 0.38 0.75 1.50
O 0.7666 0.7932 6.0459 1.32 0.39 0.44
C -0.1894 0.4168 6.8780 -1.35 -1.22 -0.53
O -1.3765 0.5722 6.6845 0.53 0.53 0.39
O 0.2169 -0.3867 7.8716 0.52 1.11 0.13
C 1.6477 -0.5499 8.1044 -1.26 -1.10 -1.47
H 0.1668 3.4723 6.6251 0.22 0.25 -0.43
H 0.7936 3.9711 4.9691 -0.52 0.96 -0.37
H 1.9214 3.3381 6.0929 -0.97 -0.26 0.04
H 1.3015 1.7721 4.3609 -0.04 -0.42 -0.40
H -0.4574 1.7918 4.7776 -0.44 0.30 -0.53
H 1.6584 -1.2890 8.8841 0.41 -0.06 0.40
H 2.1858 0.3452 8.3080 0.06 0.82 0.46
H 2.0201 -0.9594 7.1698 0.53 -0.18 0.23
C 1.1033 2.6728 1.4520 -0.78 0.27 1.03
C 2.3921 3.3380 1.7651 1.07 1.80 -2.50
O 2.1844 4.3325 2.7412 0.23 0.45 2.36
C 1.6746 5.4995 2.4050 0.07 0.16 2.36
O 1.3247 5.7755 1.3174 -0.75 1.02 -2.31
O 1.5866 6.3094 3.5165 0.20 -0.94 -0.92
C 1.1283 7.6523 3.2283 0.05 -1.28 -2.49
H 0.3304 3.3507 1.0946 0.19 0.08 -0.10
H 0.7502 2.1801 2.3360 -0.52 0.26 1.05
H 1.0927 1.8106 0.8694 0.66 -1.14 -1.93
H 2.8640 3.8982 0.8753 -0.67 -1.12 0.99
H 3.1635 2.7341 2.1998 0.24 -0.65 0.13
H 1.5062 8.2605 3.9899 0.33 0.84 1.22
H 0.0298 7.6601 3.1445 0.50 0.15 0.11
H 1.5995 7.9275 2.2460 -0.71 0.11 0.90
C 6.3812 -2.7560 2.7610 -1.15 -0.28 1.47
C 5.6448 -3.7480 1.8928 -1.98 0.11 1.03
O 5.7842 -5.1267 2.3040 -0.08 0.58 0.10
C 6.9657 -5.6257 2.0582 0.97 -2.08 0.09
O 7.9315 -5.0666 1.6309 0.56 0.84 -0.53
O 6.9591 -6.9368 2.3626 0.39 -0.53 -0.23
C 8.1485 -7.7246 1.9837 -1.11 -0.10 -0.67
H 6.0130 -2.8696 3.7884 -0.01 0.04 0.02
H 6.1381 -1.7101 2.5086 0.50 -0.48 -0.34
H 7.4220 -3.0262 2.8112 0.48 0.49 -0.39
H 5.9910 -3.6028 0.9051 0.09 -0.31 -1.35
H 4.5207 -3.7001 1.9713 1.15 0.72 -0.35
H 7.9244 -8.7257 2.4022 0.30 0.69 -0.14
H 9.0545 -7.2861 2.4124 -0.23 -0.11 -0.22
H 8.2086 -7.8377 0.8525 0.00 0.46 1.45